Computed, not measured: C9H16BInNO5 as an isolated structure at a distorted geometry, with ωB97M-V/def2-TZVPD.

Kohn-Sham gap = 3.80 eV
2S+1 = 1
charge = -1
LUMO energy = 0.288 eV

Positions of all 33 atoms, in Å:
C  3.517  -0.620  0.753
B  1.886  -0.900  0.520
O  0.804  -0.005  0.975
In  1.393  -2.824  -0.641
C  3.035  -2.969  -2.260
C  2.697  -1.750  -3.318
N  3.467  -0.456  -3.024
H  3.915  -1.079  1.764
H  3.655  0.548  0.676
H  4.142  -1.092  -0.136
H  0.524  0.500  0.132
H  -0.144  -2.497  -1.569
H  1.305  -4.285  0.398
H  2.904  -4.051  -2.720
H  4.124  -2.870  -1.793
H  3.007  -2.088  -4.397
H  1.538  -1.506  -3.257
H  3.237  -0.092  -2.066
H  3.025  0.248  -3.689
C  -4.606  2.806  1.581
C  -4.142  2.531  2.801
C  -2.922  1.699  2.995
O  -2.508  1.479  4.128
C  -2.256  1.163  1.798
C  -2.723  1.435  0.578
C  -3.926  2.290  0.383
O  -4.320  2.537  -0.752
O  -2.103  0.932  -0.551
O  -4.777  3.012  3.931
H  -5.490  3.412  1.425
H  -1.381  0.545  1.954
H  -2.628  1.271  -1.309
H  -4.249  2.678  4.689

Here are the Löwdin charges for atoms 1 to 8, given in e: C -0.15; B -0.55; O -0.11; In 0.36; C -0.35; C -0.40; N -0.08; H 0.07

Computed, not measured: a 4-piece molecular cluster, C38H76BN5O12 overall at a distorted geometry, with ωB97M-V/def2-TZVPD.

Kohn-Sham gap = 8.12 eV
2S+1 = 1
charge = 0
structure (SMILES) = CCN(CCC1=C(CC(C)C)C(=O)C(CB(O)O)=C(N(C)C(C)=O)C1=O)C(C)=O.COCCNCCOC.COCCNCCOC.COCCNCCOC
LUMO energy = -0.498 eV

Positions of all 132 atoms, in Å:
C  2.543  5.823  3.099
C  1.902  6.859  2.138
N  2.882  7.957  1.934
C  3.194  8.167  0.495
C  3.879  6.923  -0.115
C  3.112  6.201  -1.213
C  3.775  5.444  -2.064
C  5.268  5.221  -2.063
C  5.996  6.289  -2.980
C  6.996  7.177  -2.181
C  5.068  7.246  -3.741
C  3.011  4.681  -3.130
O  3.481  4.425  -4.175
C  1.624  4.229  -2.752
C  1.108  2.971  -3.394
B  1.015  1.769  -2.356
O  1.572  1.956  -1.068
O  0.431  0.570  -2.656
C  0.973  4.970  -1.901
N  -0.364  4.597  -1.501
C  -0.597  4.901  -0.067
C  -1.261  5.335  -2.347
C  -2.691  5.619  -1.888
O  -0.929  5.734  -3.401
C  1.624  6.241  -1.390
O  0.918  7.185  -1.200
C  2.392  9.208  2.451
C  1.039  9.779  1.982
O  3.017  9.812  3.230
H  3.179  6.316  3.837
H  1.773  5.253  3.634
H  3.157  5.117  2.527
H  1.570  6.389  1.213
H  1.056  7.275  2.706
H  3.943  8.972  0.494
H  2.342  8.549  -0.080
H  4.873  7.215  -0.447
H  4.060  6.190  0.684
H  5.530  4.210  -2.380
H  5.688  5.354  -1.063
H  6.599  5.755  -3.725
H  6.430  8.042  -1.811
H  7.739  7.586  -2.873
H  7.491  6.636  -1.370
H  4.405  6.760  -4.461
H  4.484  7.901  -3.084
H  5.710  7.922  -4.325
H  0.116  3.206  -3.800
H  1.738  2.690  -4.247
H  0.813  2.076  -0.474
H  0.133  0.201  -1.805
H  0.292  4.679  0.527
H  -0.811  5.970  0.064
H  -1.478  4.370  0.305
H  -3.261  4.715  -1.656
H  -2.669  6.325  -1.051
H  -3.193  6.137  -2.705
H  1.166  10.811  1.660
H  0.637  9.163  1.167
H  0.319  9.681  2.799
C  -0.838  -6.327  1.138
O  -0.526  -6.111  -0.225
C  -1.633  -6.245  -1.110
C  -2.079  -4.897  -1.650
N  -2.711  -4.086  -0.615
C  -2.883  -2.674  -0.969
C  -1.636  -1.864  -1.321
O  -0.755  -1.605  -0.234
C  0.118  -2.670  0.106
H  0.103  -6.417  1.682
H  -1.391  -5.481  1.561
H  -1.409  -7.249  1.274
H  -2.462  -6.784  -0.640
H  -1.284  -6.848  -1.952
H  -2.794  -5.054  -2.464
H  -1.192  -4.407  -2.067
H  -2.154  -4.129  0.228
H  -3.363  -2.193  -0.112
H  -3.591  -2.611  -1.798
H  -1.981  -0.878  -1.646
H  -1.084  -2.282  -2.170
H  0.439  -3.236  -0.771
H  -0.350  -3.333  0.837
H  1.000  -2.239  0.581
C  4.584  -8.983  6.013
O  4.890  -8.759  4.649
C  3.774  -8.865  3.773
C  3.345  -7.506  3.248
N  2.733  -6.693  4.294
C  2.574  -5.278  3.955
C  3.821  -4.469  3.592
O  4.708  -4.231  4.670
C  5.577  -5.303  4.988
H  5.527  -9.096  6.548
H  4.048  -8.136  6.452
H  3.998  -9.897  6.143
H  2.940  -9.394  4.244
H  4.106  -9.467  2.922
H  2.622  -7.647  2.438
H  4.236  -7.026  2.827
H  3.298  -6.753  5.130
H  2.109  -4.801  4.821
H  1.855  -5.202  3.131
H  3.476  -3.480  3.279
H  4.360  -4.883  2.732
H  5.889  -5.859  4.101
H  5.114  -5.975  5.714
H  6.465  -4.882  5.461
C  -10.471  -3.149  -3.077
O  -10.080  -2.923  -1.736
C  -10.217  -4.057  -0.886
C  -8.865  -4.645  -0.518
N  -8.230  -5.293  -1.660
C  -6.813  -5.610  -1.473
C  -5.837  -4.475  -1.160
O  -5.616  -3.575  -2.239
C  -6.622  -2.592  -2.408
H  -10.535  -2.178  -3.569
H  -9.733  -3.750  -3.617
H  -11.450  -3.632  -3.130
H  -10.876  -4.812  -1.326
H  -10.692  -3.700  0.031
H  -9.001  -5.382  0.279
H  -8.253  -3.825  -0.123
H  -8.314  -4.692  -2.469
H  -6.478  -6.086  -2.398
H  -6.733  -6.366  -0.684
H  -4.867  -4.932  -0.963
H  -6.097  -3.928  -0.246
H  -7.041  -2.261  -1.455
H  -7.414  -2.957  -3.065
H  -6.168  -1.731  -2.902

Here are the Löwdin charges for atoms 1 to 8, given in e: C -0.07; C -0.21; N -0.09; C -0.15; C -0.07; C -0.07; C -0.11; C -0.08

Computed, not measured: a 2-piece molecular cluster, C2H4O2S overall at a distorted geometry, with ωB97M-V/def2-TZVPD.

ΔE to the lowest compared entry with this formula, charge and spin = 49.4 kcal/mol
Kohn-Sham gap = 9.57 eV
2S+1 = 1
charge = 0
LUMO energy = -0.971 eV

Positions of all 9 atoms, in Å:
C  -0.125  -0.161  -1.353
C  0.816  -0.689  -0.540
O  -0.529  1.863  1.453
O  -1.586  -0.229  2.144
S  -0.367  0.485  1.911
H  -0.077  0.876  -1.164
H  -0.669  -0.608  -2.149
H  1.267  -1.678  -0.350
H  1.272  0.141  0.048

Here are the natural (NBO) charges for atoms 1 to 8, given in e: C -0.37; C -0.41; O -0.84; O -0.83; S 1.65; H 0.20; H 0.21; H 0.21

Computed, not measured: a 4-piece molecular cluster, CH10N2O4 overall at a distorted geometry, with ωB97M-V/def2-TZVPD.

ΔE to the lowest compared entry with this formula, charge and spin = 12.9 kcal/mol
Kohn-Sham gap = 10.01 eV
2S+1 = 1
charge = 0
structure (SMILES) = NC(N)=O.O.O.O
LUMO energy = 0.295 eV

Positions of all 17 atoms, in Å:
N  0.791  0.276  1.465
C  1.814  -0.481  0.966
N  1.823  -0.671  -0.409
O  2.751  -0.852  1.650
H  0.140  0.743  0.858
H  0.869  0.456  2.449
H  2.388  -1.494  -0.575
H  1.093  -0.407  -1.043
O  -1.055  0.738  -1.743
H  -0.893  0.517  -2.665
H  -1.639  0.036  -1.429
O  -0.764  2.878  0.289
H  -0.849  3.780  -0.020
H  -1.185  2.279  -0.337
O  -1.833  -2.333  -0.116
H  -1.209  -2.267  0.617
H  -2.242  -3.198  0.046

Here are the natural (NBO) charges for atoms 1 to 8, given in e: N -0.85; C 0.77; N -0.87; O -0.66; H 0.41; H 0.41; H 0.40; H 0.40

Computed, not measured: C12H11Cl2GaN2O4S as an isolated structure at a distorted geometry, with ωB97M-V/def2-TZVPD.

ΔE to the lowest compared entry with this formula, charge and spin = 52.0 kcal/mol
Kohn-Sham gap (spin up / spin down) = 5.35 / 6.14 eV
2S+1 = 1
charge = -2
LUMO energy (spin up / spin down) = 4.140 / 4.141 eV

Positions of all 33 atoms, in Å:
Ga  -0.846  -0.244  -0.590
Cl  4.846  5.477  2.588
C  3.699  4.391  1.825
C  3.462  4.508  0.469
C  2.548  3.645  -0.110
Cl  2.284  3.805  -1.830
C  1.808  2.634  0.574
O  0.957  1.921  -0.034
C  2.152  2.531  1.998
C  1.606  1.545  2.862
O  0.811  0.567  2.496
C  3.069  3.422  2.577
H  3.977  5.245  -0.131
H  1.905  1.561  3.910
H  3.285  3.338  3.636
N  1.209  0.211  -2.336
C  0.600  0.883  -3.482
C  -0.208  -0.092  -4.340
C  -1.618  -0.391  -3.764
O  -2.514  -0.658  -4.567
O  -1.727  -0.320  -2.496
H  1.456  0.891  -1.616
H  2.033  -0.310  -2.608
H  1.346  1.399  -4.107
H  -0.075  1.642  -3.081
H  0.323  -1.048  -4.396
H  -0.342  0.293  -5.352
C  0.377  -0.381  3.305
H  0.704  -0.394  4.339
H  -0.275  -1.124  2.876
S  -3.351  -4.840  0.362
C  -2.559  -3.420  0.442
N  -1.986  -2.403  0.539

Here are the natural (NBO) charges for atoms 1 to 8, given in e: Ga 0.81; Cl -0.08; C -0.09; C -0.28; C -0.16; Cl -0.05; C 0.45; O -0.76

Computed, not measured: C29H28BF7O2 as an isolated structure at a distorted geometry, with ωB97M-V/def2-TZVPD.

ΔE to the lowest compared entry with this formula, charge and spin = 0.0 kcal/mol
Kohn-Sham gap = 9.10 eV
2S+1 = 1
charge = 0
LUMO energy = 0.435 eV

Positions of all 67 atoms, in Å:
F  -1.915  -0.253  -4.870
C  -1.838  -0.989  -3.712
C  -2.649  -2.107  -3.548
C  -2.629  -2.681  -2.281
F  -3.552  -3.684  -2.056
C  -1.818  -2.254  -1.232
C  -1.001  -1.122  -1.411
C  -0.201  -0.333  -0.353
C  1.147  -0.184  -0.985
C  1.786  -1.290  -1.585
C  2.871  -1.092  -2.421
F  3.433  -2.170  -3.059
C  3.385  0.176  -2.668
C  2.805  1.237  -1.989
F  3.314  2.501  -2.160
C  1.704  1.084  -1.151
C  -0.997  -0.535  -2.716
H  -3.282  -2.449  -4.357
H  -1.841  -2.774  -0.274
H  -0.296  -0.649  0.694
H  1.404  -2.305  -1.454
H  4.216  0.321  -3.341
H  1.250  1.949  -0.678
H  -0.353  0.321  -2.940
C  -3.429  1.519  1.608
C  -3.212  1.694  0.117
C  -4.584  1.601  -0.542
C  -2.238  2.888  -0.317
C  -2.916  3.808  -1.302
C  -1.591  3.647  0.834
O  -1.121  2.234  -1.020
B  -1.329  0.908  -0.836
C  2.104  -0.827  2.272
C  3.163  -0.182  1.615
C  4.100  -0.893  0.903
C  4.001  -2.280  0.952
C  5.206  -3.137  0.758
F  5.442  -3.918  1.866
F  5.047  -3.986  -0.304
F  6.336  -2.408  0.541
C  2.819  -2.916  1.333
C  1.878  -2.191  2.034
C  1.339  -0.112  3.269
C  -0.084  -0.450  3.654
C  1.016  -0.810  4.581
O  -2.548  0.512  -0.317
H  -4.063  2.333  1.972
H  -3.961  0.571  1.761
H  -2.494  1.479  2.179
H  -5.209  2.440  -0.227
H  -4.522  1.575  -1.639
H  -5.058  0.670  -0.197
H  -3.745  4.317  -0.798
H  -2.210  4.536  -1.723
H  -3.324  3.221  -2.133
H  -2.306  4.299  1.338
H  -1.165  2.975  1.593
H  -0.776  4.289  0.468
H  3.223  0.908  1.674
H  4.885  -0.382  0.343
H  2.678  -3.987  1.178
H  1.035  -2.706  2.499
H  1.600  0.957  3.366
H  -0.721  0.404  3.942
H  -0.597  -1.246  3.100
H  1.279  -1.868  4.661
H  1.109  -0.208  5.492

Here are the natural (NBO) charges for atoms 1 to 8, given in e: F -0.33; C 0.45; C -0.37; C 0.43; F -0.33; C -0.28; C 0.07; C -0.57